C34H68F13N9O10P | wB97M-V/def2-TZVPD

## Properties
Energy (Ha): -4220.96061
Net charge: -1

Last column: Löwdin charge in e.
CARTESIAN COORDINATES (ANGSTROEM)
N (-0.153, 0.754, 6.248)  -0.247
P (-0.682, -0.236, 4.838)  0.435
O (-2.344, 0.356, 4.914)  -0.377
C (-2.709, 0.756, 3.540)  -0.209
C (-1.738, -0.134, 2.599)  -0.373
C (-0.971, 0.547, 1.346)  -0.108
C (-0.845, 2.175, 1.483)  -0.085
C (-1.966, 2.904, 0.601)  -0.272
F (-3.111, 2.001, 0.616)  0.031
F (-1.516, 2.894, -0.760)  0.021
C (-2.522, 4.294, 1.137)  -0.180
F (-3.533, 4.783, 0.222)  0.064
F (-3.266, 3.991, 2.341)  0.065
C (-1.471, 5.425, 1.557)  -0.143
F (-0.589, 5.034, 2.630)  0.085
F (-2.289, 6.451, 2.187)  0.047
C (-0.702, 6.179, 0.359)  -0.145
F (-1.117, 7.567, 0.366)  0.064
F (-1.094, 5.733, -0.956)  0.069
C (0.907, 6.263, 0.522)  -0.165
F (1.305, 6.976, 1.707)  0.095
F (1.339, 7.121, -0.562)  0.064
C (1.705, 4.890, 0.324)  -0.280
F (3.023, 5.264, -0.137)  0.067
F (1.960, 4.185, 1.548)  0.094
F (1.195, 4.026, -0.667)  0.104
O (-0.824, -1.049, 3.296)  -0.374
H (-0.984, 1.174, 6.719)  0.003
H (0.351, 1.571, 5.858)  -0.001
H (-0.361, 0.935, 4.020)  0.010
H (0.744, -0.563, 4.744)  -0.020
H (-1.026, -1.380, 5.649)  0.011
H (-3.837, 0.666, 3.276)  0.118
H (-2.576, 1.893, 3.599)  0.080
H (-2.475, -0.849, 2.057)  0.108
H (0.123, 0.160, 1.390)  0.129
H (-1.360, 0.225, 0.313)  0.101
H (0.180, 2.428, 1.020)  0.103
H (-0.799, 2.503, 2.578)  0.104
C (-0.517, 4.087, -5.832)  -0.332
O (-0.045, 3.792, -6.917)  -0.006
N (0.069, 3.844, -4.624)  -0.191
C (-0.555, 4.225, -3.372)  -0.066
C (1.359, 3.184, -4.591)  -0.040
H (-1.492, 4.592, -5.744)  0.131
H (0.104, 4.915, -2.842)  0.072
H (-0.710, 3.330, -2.765)  0.079
H (-1.518, 4.710, -3.544)  0.091
H (2.083, 3.784, -5.147)  0.091
H (1.272, 2.206, -5.071)  0.094
H (1.699, 3.058, -3.562)  0.084
C (-2.477, -2.957, 0.446)  -0.328
O (-1.765, -1.972, 0.390)  0.003
N (-2.977, -3.636, -0.629)  -0.187
C (-3.820, -4.804, -0.479)  -0.069
C (-2.654, -3.172, -1.964)  -0.044
H (-2.782, -3.392, 1.411)  0.139
H (-3.339, -5.656, -0.966)  0.074
H (-4.786, -4.611, -0.953)  0.083
H (-3.979, -5.039, 0.575)  0.086
H (-1.569, -3.184, -2.093)  0.081
H (-3.008, -2.144, -2.081)  0.095
H (-3.121, -3.809, -2.716)  0.080
C (-3.588, 4.169, 6.581)  -0.332
O (-2.754, 3.429, 6.099)  0.036
N (-3.777, 5.479, 6.234)  -0.206
C (-4.793, 6.303, 6.854)  -0.075
C (-2.930, 6.060, 5.211)  -0.051
H (-4.282, 3.825, 7.366)  0.130
H (-5.484, 6.658, 6.083)  0.085
H (-4.314, 7.159, 7.336)  0.083
H (-5.353, 5.738, 7.602)  0.080
H (-3.051, 5.494, 4.285)  0.064
H (-1.887, 5.991, 5.530)  0.097
H (-3.194, 7.105, 5.040)  0.087
C (0.743, -3.988, -4.104)  -0.329
O (-0.089, -3.179, -4.480)  -0.005
N (0.532, -5.333, -3.959)  -0.189
C (1.571, -6.236, -3.504)  -0.060
C (-0.777, -5.873, -4.270)  -0.045
H (1.768, -3.680, -3.842)  0.107
H (1.750, -6.990, -4.276)  0.088
H (1.239, -6.726, -2.584)  0.082
H (2.500, -5.698, -3.307)  0.059
H (-1.016, -5.654, -5.314)  0.091
H (-1.523, -5.392, -3.632)  0.071
H (-0.795, -6.951, -4.107)  0.086
C (1.449, -3.241, 7.182)  -0.350
O (0.333, -3.129, 6.716)  -0.002
N (1.976, -2.449, 8.163)  -0.205
C (3.318, -2.640, 8.671)  -0.083
C (1.161, -1.381, 8.714)  -0.052
H (2.148, -4.020, 6.832)  0.120
H (3.267, -2.847, 9.744)  0.080
H (3.896, -1.727, 8.503)  0.085
H (3.811, -3.474, 8.169)  0.075
H (0.253, -1.810, 9.144)  0.089
H (0.877, -0.695, 7.909)  0.055
H (1.712, -0.837, 9.483)  0.078
C (0.413, 1.851, -12.020)  -0.349
O (0.886, 1.555, -13.104)  -0.004
N (0.997, 1.610, -10.810)  -0.207
C (0.370, 1.993, -9.559)  -0.066
C (2.286, 0.949, -10.774)  -0.052
H (-0.563, 2.356, -11.935)  0.128
H (1.028, 2.684, -9.028)  0.078
H (0.214, 1.098, -8.951)  0.093
H (-0.591, 2.478, -9.734)  0.085
H (3.011, 1.549, -11.331)  0.090
H (2.201, -0.029, -11.254)  0.091
H (2.625, 0.826, -9.745)  0.086
C (5.068, -3.788, -3.647)  -0.316
O (3.952, -4.113, -4.014)  -0.008
N (5.475, -2.509, -3.396)  -0.201
C (6.821, -2.198, -2.961)  -0.063
C (4.526, -1.426, -3.572)  -0.038
H (5.863, -4.533, -3.483)  0.133
H (6.776, -1.702, -1.989)  0.091
H (7.286, -1.530, -3.691)  0.089
H (7.423, -3.105, -2.872)  0.083
H (3.669, -1.590, -2.914)  0.098
H (4.176, -1.420, -4.607)  0.096
H (4.991, -0.467, -3.336)  0.088
C (-0.165, -6.981, 0.844)  -0.347
O (-1.284, -6.862, 0.376)  -0.005
N (0.369, -6.199, 1.826)  -0.197
C (1.711, -6.405, 2.331)  -0.065
C (-0.432, -5.125, 2.384)  -0.020
H (0.528, -7.765, 0.493)  0.123
H (1.660, -6.615, 3.403)  0.089
H (2.297, -5.497, 2.165)  0.091
H (2.196, -7.241, 1.825)  0.078
H (-1.344, -5.547, 2.815)  0.098
H (-0.709, -4.435, 1.584)  0.075
H (0.125, -4.589, 3.154)  0.100

---

C5H15NO2 | wB97M-V/def2-TZVPD

## Properties
SMILES: CCNC[C@@H](C)O.O
Relative energy (zero: lowest compared OMol25 entry of this formula, charge and spin) (kcal per mole): 53.3
Net charge: 0

Last column: natural (NBO) charge in e.
CARTESIAN COORDINATES (ANGSTROEM)
C (1.449, 0.256, -2.274)  -0.231
N (1.407, 0.709, -0.845)  -0.641
C (0.612, -0.184, 0.000)  -0.246
C (0.037, 0.508, 1.259)  0.124
C (-0.828, -0.506, 2.040)  -0.647
O (0.988, 1.167, 2.003)  -0.768
C (2.892, 0.235, -2.774)  -0.606
H (1.138, -0.762, -2.500)  0.185
H (0.844, 0.834, -2.951)  0.180
H (1.020, 1.652, -0.941)  0.361
H (1.204, -1.091, 0.113)  0.195
H (-0.379, -0.483, -0.374)  0.169
H (-0.687, 1.392, 0.984)  0.140
H (-1.901, -0.465, 1.745)  0.224
H (-1.058, -0.166, 3.093)  0.237
H (-0.357, -1.463, 1.873)  0.209
H (1.885, 1.388, 1.771)  0.503
H (3.540, -0.138, -1.979)  0.215
H (2.993, -0.397, -3.676)  0.201
H (3.155, 1.296, -3.010)  0.197
H (-6.069, -0.556, 1.843)  0.465
H (-6.168, -2.010, 2.142)  0.465
O (-5.717, -1.217, 2.455)  -0.930

---

C42H46FeN6O2P2 | wB97M-V/def2-TZVPD

## Properties
Energy (Ha): -4053.19194
2S+1: 5
Net charge: 0

Last column: Mulliken spin population.
CARTESIAN COORDINATES (ANGSTROEM)
Fe (-1.548, 2.108, -4.027)  3.193
C (-1.459, 1.786, -5.890)  0.012
C (-0.541, 2.828, -5.444)  0.217
C (-0.921, 4.236, -5.143)  0.108
C (-2.427, 4.389, -4.636)  0.000
C (-2.976, 3.354, -3.715)  0.316
C (-3.474, 2.044, -3.969)  -0.003
C (-3.966, 1.548, -5.305)  0.119
C (-2.909, 1.893, -6.353)  -0.002
C (-1.539, 0.536, 0.220)  0.007
H (-0.997, 0.818, -6.175)  -0.019
H (0.539, 2.699, -5.590)  -0.011
H (-0.770, 4.803, -6.088)  -0.010
H (-0.224, 4.722, -4.422)  0.009
H (-2.466, 5.331, -4.056)  -0.003
H (-3.105, 4.485, -5.494)  -0.003
H (-3.021, 3.718, -2.683)  -0.029
H (-3.940, 1.500, -3.136)  -0.064
H (-4.968, 1.924, -5.594)  -0.007
H (-4.084, 0.456, -5.229)  -0.010
H (-2.992, 1.181, -7.178)  -0.001
H (-3.087, 2.870, -6.803)  0.000
H (-1.354, -0.178, -0.615)  -0.005
H (-2.559, 0.345, 0.631)  0.003
H (-0.819, 0.325, 1.046)  0.003
P (-1.392, 2.253, -0.340)  -0.002
P (1.192, 0.823, -2.049)  0.045
N (-3.155, 2.608, -0.547)  0.006
N (-1.069, 3.053, 1.109)  0.002
N (0.735, -0.010, -3.752)  0.003
N (2.896, 0.802, -2.373)  0.001
C (-0.419, 3.184, -1.615)  -0.212
C (0.966, 2.676, -2.080)  0.069
C (-4.143, 1.657, -0.871)  -0.001
C (-5.400, 2.252, -0.817)  0.015
C (-5.197, 3.629, -0.469)  -0.007
C (-3.823, 3.830, -0.351)  0.011
C (-1.770, 2.729, 2.284)  0.002
C (-1.536, 3.718, 3.217)  0.001
C (-0.684, 4.705, 2.595)  0.001
C (-0.414, 4.272, 1.311)  0.005
C (-0.386, -0.876, -3.798)  0.107
C (-0.405, -1.560, -5.015)  0.044
C (0.678, -1.050, -5.793)  -0.008
C (1.340, -0.109, -4.995)  0.013
C (3.800, 1.014, -3.426)  0.000
C (5.067, 0.610, -3.020)  0.001
C (4.968, 0.224, -1.647)  -0.001
C (3.656, 0.390, -1.261)  0.000
H (-0.370, 4.261, -1.354)  -0.009
H (-1.102, 3.179, -2.508)  0.195
H (1.200, 3.030, -3.094)  -0.026
H (1.749, 3.079, -1.418)  -0.006
H (-3.890, 0.632, -1.112)  -0.007
H (-6.356, 1.767, -0.996)  0.000
H (-5.976, 4.368, -0.314)  -0.001
H (-3.265, 4.721, -0.106)  0.000
H (-2.372, 1.834, 2.319)  0.000
H (-1.908, 3.716, 4.229)  0.000
H (-0.316, 5.613, 3.041)  0.000
H (0.204, 4.683, 0.528)  -0.005
H (-0.987, -0.995, -2.908)  -0.057
H (-1.116, -2.337, -5.287)  -0.001
H (0.915, -1.335, -6.816)  0.000
H (2.195, 0.473, -5.279)  0.001
H (3.482, 1.426, -4.368)  0.000
H (5.966, 0.573, -3.603)  0.000
H (5.728, -0.156, -0.994)  0.000
H (3.157, 0.252, -0.322)  0.000
O (-0.158, -3.140, -1.535)  0.000
C (0.461, -2.657, -0.603)  0.000
N (0.991, -3.376, 0.462)  0.000
C (1.540, -2.546, 1.475)  0.001
C (1.457, -1.179, 0.758)  -0.001
O (1.957, -0.138, 1.239)  -0.001
N (0.786, -1.311, -0.397)  0.002
C (0.647, -2.539, 2.728)  -0.001
C (0.666, -1.460, 3.613)  0.000
C (0.033, -1.563, 4.851)  0.000
C (-0.731, -2.697, 5.157)  0.000
C (-0.857, -3.720, 4.207)  0.000
C (-0.176, -3.638, 2.985)  0.000
C (2.999, -2.869, 1.703)  0.000
C (3.493, -3.178, 2.968)  0.000
C (4.802, -3.666, 3.093)  0.000
C (5.629, -3.761, 1.965)  0.000
C (5.143, -3.372, 0.707)  0.000
C (3.831, -2.913, 0.582)  0.000
H (0.983, -4.382, 0.460)  0.000
H (1.190, -0.556, 3.321)  0.000
H (0.146, -0.753, 5.563)  0.000
H (-1.222, -2.786, 6.130)  0.000
H (-1.461, -4.607, 4.416)  0.000
H (-0.299, -4.429, 2.241)  0.000
H (2.850, -3.051, 3.842)  0.000
H (5.166, -3.971, 4.079)  0.000
H (6.655, -4.140, 2.062)  0.000
H (5.772, -3.423, -0.183)  0.000
H (3.446, -2.603, -0.390)  0.000

---

C15H20F6IN4O8S2 | wB97M-V/def2-TZVPD

## Properties
Energy (Ha): -3097.37406
Net charge: -1

Last column: natural (NBO) charge in e.
CARTESIAN COORDINATES (ANGSTROEM)
N (-1.053, 1.137, -4.179)  -0.341
C (-0.869, 0.557, -3.011)  0.279
C (-0.379, 0.015, -1.506)  -0.107
C (-0.137, 1.322, -0.490)  -0.428
C (-0.564, 2.766, -1.123)  -0.446
C (0.615, 3.449, -2.096)  -0.563
I (0.442, 5.621, -2.285)  0.089
C (-1.625, -0.795, -0.809)  -0.467
C (-2.417, -1.867, -1.736)  -0.111
O (-3.896, -1.716, -1.525)  -0.557
C (-4.478, -0.821, -2.537)  0.617
O (-4.707, -1.154, -3.832)  -0.549
C (1.029, -0.883, -1.601)  -0.091
C (1.425, -1.304, -0.025)  0.227
N (1.613, -1.462, 1.268)  -0.259
C (2.319, -0.018, -2.132)  -0.447
C (2.465, 0.122, -3.753)  -0.252
N (3.613, -0.728, -4.338)  -0.852
C (0.866, -2.321, -2.354)  -0.119
O (0.361, -2.301, -3.724)  -0.283
O (0.645, -3.491, -4.244)  -0.410
H (-0.801, 1.184, 0.494)  0.276
H (0.963, 1.423, -0.112)  0.244
H (-0.615, 3.516, -0.193)  0.238
H (-1.635, 2.816, -1.601)  0.231
H (0.721, 2.870, -3.132)  0.243
H (1.644, 3.237, -1.529)  0.215
H (-2.418, 0.043, -0.497)  0.246
H (-1.348, -1.335, 0.209)  0.277
H (-2.173, -2.950, -1.296)  0.209
H (-2.123, -1.912, -2.864)  0.233
H (-4.825, 0.260, -2.175)  0.165
H (3.283, -0.617, -1.761)  0.249
H (2.424, 1.054, -1.676)  0.241
H (2.801, 1.248, -3.969)  0.181
H (1.487, -0.041, -4.371)  0.236
H (4.445, -0.066, -4.358)  0.356
H (3.345, -0.794, -5.366)  0.356
H (0.203, -3.017, -1.654)  0.209
H (1.946, -2.827, -2.389)  0.209
H (1.619, -3.393, -4.505)  0.450
C (1.893, -0.667, 4.845)  0.709
F (2.833, -0.566, 3.861)  -0.318
F (1.409, -1.945, 4.783)  -0.325
F (2.569, -0.586, 6.031)  -0.327
S (0.572, 0.583, 4.712)  2.207
O (-0.048, 0.325, 3.409)  -0.934
O (1.270, 1.867, 4.814)  -0.921
N (-0.250, 0.123, 5.986)  -1.178
S (-1.537, 1.015, 6.231)  2.205
O (-2.626, 0.868, 5.262)  -0.924
O (-1.301, 2.388, 6.685)  -0.920
C (-2.127, 0.137, 7.717)  0.707
F (-1.212, 0.160, 8.733)  -0.326
F (-2.377, -1.185, 7.476)  -0.326
F (-3.280, 0.657, 8.229)  -0.322

---

H7O3 | wB97M-V/def2-TZVPD

## Properties
Relative energy (zero: lowest compared OMol25 entry of this formula, charge and spin) (kcal per mole): 22.0
Net charge: +1

Last column: natural (NBO) charge in e.
CARTESIAN COORDINATES (ANGSTROEM)
O (-0.184, 1.013, 2.196)  -0.955
H (-0.509, 0.454, 3.005)  0.516
H (-0.365, 1.877, 2.416)  0.502
O (0.705, -0.661, -2.121)  -0.920
H (0.605, 0.196, -2.385)  0.492
H (1.420, -1.040, -2.634)  0.542
O (-0.466, -0.409, -0.058)  -0.840
H (0.097, -0.344, -0.916)  0.534
H (-1.246, -0.844, -0.407)  0.548
H (-0.443, 0.152, 0.781)  0.581

---

C2HFI2O | wB97M-V/def2-TZVPD

## Properties
Relative energy (zero: lowest compared OMol25 entry of this formula, charge and spin) (kcal per mole): 45.2
Net charge: 0

Last column: natural (NBO) charge in e.
CARTESIAN COORDINATES (ANGSTROEM)
C (-0.283, -0.718, -0.559)  0.290
C (0.257, -0.106, 0.708)  0.130
O (0.241, -1.182, -1.526)  -0.465
F (1.551, -0.295, 1.168)  -0.323
I (0.808, 2.799, -1.584)  -0.016
I (-1.101, 0.187, 2.172)  0.266
H (-1.473, -0.684, -0.379)  0.117

---

C9H4Cl2CoN2O3Pm | wB97M-V/def2-TZVPD

## Properties
2S+1: 9
Relative energy (zero: lowest compared OMol25 entry of this formula, charge and spin) (kcal per mole): 0.0
Net charge: +4

Last column: Mulliken spin population.
CARTESIAN COORDINATES (ANGSTROEM)
Pm (0.333, 0.677, -3.437)  4.025
Co (0.244, 1.291, -0.478)  2.688
Cl (-0.256, -1.395, -2.120)  0.025
Cl (-0.753, 2.704, -1.781)  0.131
C (1.855, 1.945, -0.381)  -0.002
C (0.989, -1.172, -5.040)  0.000
C (1.166, 1.815, -5.666)  -0.003
O (2.664, 2.706, -0.032)  0.043
O (1.280, -2.114, -5.637)  0.000
O (1.544, 2.316, -6.634)  0.000
N (-1.961, -2.467, 5.345)  0.483
C (-1.539, -1.879, 4.423)  0.253
C (-1.028, -1.141, 3.266)  0.023
C (0.276, -1.347, 2.814)  0.092
C (0.719, -0.646, 1.695)  -0.040
N (-0.108, 0.222, 1.069)  0.223
C (-1.372, 0.443, 1.500)  -0.033
C (-1.870, -0.235, 2.602)  0.091
H (0.945, -2.053, 3.331)  -0.005
H (1.730, -0.773, 1.287)  0.009
H (-1.961, 1.163, 0.941)  0.002
H (-2.897, -0.060, 2.935)  -0.005

---

C5H9N2S | wB97M-V/def2-TZVPD

## Properties
SMILES: C[C@H]1[NH2+]CN=CC1=S
Relative energy (zero: lowest compared OMol25 entry of this formula, charge and spin) (kcal per mole): 54.0
Net charge: +1

Last column: natural (NBO) charge in e.
CARTESIAN COORDINATES (ANGSTROEM)
C (1.285, 0.775, 1.258)  0.030
C (1.387, -0.383, 0.458)  -0.188
C (-0.697, 1.495, 0.302)  -0.082
C (0.205, -0.664, -0.643)  -0.074
C (-0.843, -1.613, -0.118)  -0.653
N (0.294, 1.528, 1.256)  -0.325
N (-0.329, 0.739, -1.016)  -0.548
S (2.565, -1.565, 0.648)  0.244
H (2.021, 0.968, 2.046)  0.238
H (-1.666, 1.234, 0.808)  0.262
H (-0.852, 2.418, -0.138)  0.223
H (0.682, -0.992, -1.503)  0.233
H (-0.712, -2.518, -0.750)  0.265
H (-1.831, -1.181, -0.341)  0.219
H (-0.857, -1.924, 0.889)  0.259
H (-1.125, 0.512, -1.619)  0.448
H (0.472, 1.172, -1.538)  0.449

---

| no. | maximum force (eV/Å) |
| --- | --- |
| 1 | 4.25 |
| 2 | 3.16 |
| 3 | 4.61 |
| 4 | 12.50 |
| 5 | 5.44 |
| 6 | 2.67 |
| 7 | 11.26 |
| 8 | 5.03 |